(1)
DFT (ωB97M-V/def2-TZVPD) results for a cluster of 2 separate species, FH3P2S2 in total.

CARTESIAN COORDINATES (ANGSTROEM)
S 1.3131 0.0160 1.4003
P 1.7811 0.7470 -0.3584
S 1.2114 2.8273 -0.4033
H 0.9177 2.9039 1.0547
F -1.0940 -1.0458 -1.5807
P -1.7294 -1.3682 -0.0708
H -0.3800 -1.4224 0.5662
H -2.0199 -2.6578 -0.6079

Cartesian forces (eV/Å) of the 3 atoms listed first:
S 0.67 0.74 -1.22
P -0.64 0.35 1.23
S -0.18 -0.75 2.66

Properties
E_HOMO: -9.20 eV
energy above the lowest of the compared OMol25 structures with the same formula, charge and spin: 165.1 kJ/mol
SMILES string: S=PS.FP
Kohn-Sham gap: 7.6 eV

Which charges does natural (NBO) predict for the atoms? In e, they are: -0.42 0.57 -0.32 0.19 -0.60 0.70 -0.05 -0.06



(2)
DFT (ωB97M-V/def2-TZVPD) results for a cluster of 3 separate species, C16H27N3O6P in total.

CARTESIAN COORDINATES (ANGSTROEM)
C -3.5182 -0.0144 -0.6371
C -2.8893 0.9291 -1.7591
C -1.4997 0.4165 -2.3034
N -0.3129 1.1933 -1.8179
C -0.4271 1.4641 -0.4144
C -0.2693 0.4924 0.6357
N -0.4250 0.8730 1.9507
C -0.7486 2.1423 2.3259
C -0.9156 3.1903 1.3519
P -1.3785 4.9620 1.7550
N -2.9322 4.9755 2.0532
C -0.7462 2.8559 -0.0533
H -2.7271 -0.5616 -0.0687
H -4.1247 -0.7765 -1.1915
H -4.1926 0.5361 0.0605
H -3.5991 0.8894 -2.6301
H -2.8910 1.9891 -1.4098
H -1.5348 0.4658 -3.4156
H -1.3767 -0.6384 -1.9155
H 0.5090 0.5881 -1.9843
H -0.0227 -0.5694 0.3995
H -0.2876 0.1689 2.6817
H -0.8809 2.3762 3.4007
H -1.1391 5.7468 0.5934
H -0.5593 5.4544 2.8081
H -3.4009 5.5776 1.3676
H -0.8509 3.6038 -0.8755
C 0.8983 -1.1313 -6.5603
C 1.8898 -1.1899 -5.4222
C 1.8947 -2.4898 -4.6710
O 2.3830 -2.0843 -3.3872
C 2.0262 -0.7887 -3.2281
O 2.1174 -0.1840 -2.1944
O 1.5495 -0.2619 -4.3813
H 1.2316 -1.7455 -7.3975
H -0.0875 -1.4808 -6.2444
H 0.7724 -0.1036 -6.9050
H 2.8892 -0.9298 -5.7843
H 2.5500 -3.2349 -5.1193
H 0.8988 -2.9210 -4.5389
C 2.8905 -2.9362 5.9990
C 2.1489 -2.4218 4.7878
C 1.3392 -1.1801 5.0406
O 0.3276 -1.2777 4.0289
C 0.1632 -2.6134 3.7698
O -0.7197 -3.0600 3.1119
O 1.1357 -3.3458 4.3639
H 3.7378 -2.2922 6.2383
H 2.2355 -2.9865 6.8716
H 3.2560 -3.9485 5.8210
H 2.8444 -2.2867 3.9530
H 1.9206 -0.2659 4.9238
H 0.8479 -1.1699 6.0167

Cartesian forces (eV/Å) of the 3 atoms listed first:
C 0.14 0.08 -0.90
C -0.63 -0.49 -0.05
C -0.80 -0.09 0.61

Properties
E_HOMO: -11.55 eV
Kohn-Sham gap: 7.6 eV
total charge: +1

Which charges does natural (NBO) predict for the atoms? In e, they are: -0.62 -0.43 -0.22 -0.66 0.18 0.04 -0.44 0.08 -0.37 1.29 -1.28 -0.09 0.19 0.22 0.23 0.23 0.21 0.22 0.17 0.42 0.26 0.47 0.25 -0.02 -0.03 0.39 0.27 -0.63 0.06 -0.10 -0.47 0.99 -0.62 -0.49 0.23 0.22 0.24 0.20 0.22 0.19 -0.63 0.06 -0.10 -0.55 0.97 -0.56 -0.47 0.23 0.22 0.24 0.19 0.21 0.20



(3)
DFT (ωB97M-V/def2-TZVPD) results for a structure of composition C6H12N3OS.

CARTESIAN COORDINATES (ANGSTROEM)
C 1.1846 0.3376 1.2897
C 0.0205 1.0177 -1.9916
C 1.0592 1.5686 0.5004
C 0.5974 0.3701 -3.0107
C 0.0496 -1.4531 2.4251
C -2.3058 -0.2692 1.4335
N 0.0608 -0.2242 1.6559
N -1.0416 0.3747 1.2895
N 0.5312 -0.9646 -3.2320
O 1.2849 1.0263 -3.9605
S -0.4995 1.4769 -0.5606
H 2.1300 -0.1011 1.5443
H 1.9292 1.7805 -0.1148
H 0.8204 2.4271 1.1334
H 1.0688 -1.7750 2.6223
H -0.4669 -1.2877 3.3721
H -0.4778 -2.2361 1.8780
H -2.3516 -1.2409 0.9317
H -3.0441 0.3929 0.9862
H -2.5643 -0.4049 2.4870
H -0.1564 -1.5164 -2.7489
H 0.8306 -1.2746 -4.1444
H 1.3408 1.9752 -3.7856

Cartesian forces (eV/Å) of the 3 atoms listed first:
C -0.14 0.00 -0.09
C -0.59 0.34 1.39
C -0.65 -0.25 -0.09

Properties
E_HOMO (spin up / spin down): -11.74 / -11.74 eV
energy above the lowest of the compared OMol25 structures with the same formula, charge and spin: 329.1 kJ/mol
Kohn-Sham gap (spin up / spin down): 7.8 / 7.8 eV
total charge: +1

Which charges does natural (NBO) predict for the atoms? In e, they are: 0.01 -0.51 -0.59 0.51 -0.44 -0.45 -0.05 -0.39 -0.78 -0.63 0.85 0.23 0.26 0.27 0.24 0.24 0.23 0.19 0.24 0.22 0.41 0.42 0.51



(4)
DFT (ωB97M-V/def2-TZVPD) results for a structure of composition C18H45CrN6O13SVZr.

CARTESIAN COORDINATES (ANGSTROEM)
Cr -2.6773 -1.4189 1.6775
Zr 0.3876 -2.1649 -0.5820
V -0.2428 3.2967 2.0568
O -3.5383 0.0971 2.7368
H -4.5069 0.1546 2.8506
O -1.4948 -2.5953 0.4883
H -1.7611 -3.4909 0.2027
O 1.5637 -1.1799 -2.0323
H 2.4185 -1.0133 -2.4751
S 0.0636 0.1392 1.1036
O 0.4312 1.5618 1.3317
O 0.9344 -0.9542 1.0181
O -1.1386 -0.2297 1.7948
O -0.3454 -0.1167 -0.2690
C -1.6838 -1.6809 -3.2863
O -1.1103 -1.7729 -2.1959
N -2.0747 -2.6969 -4.0118
C -2.8037 -2.4024 -5.2652
C -2.1355 -4.1611 -3.7053
H -1.8385 -0.7213 -3.8034
H -3.8176 -2.7971 -5.1986
H -2.3946 -2.8885 -6.1509
H -2.9243 -1.3387 -5.4703
H -3.2038 -4.2029 -3.4929
H -1.9805 -4.9090 -4.4829
H -1.6104 -4.3023 -2.7607
C 1.2276 -0.8918 5.4850
O 1.0228 -2.0480 5.8998
N 2.3009 -0.4711 4.7670
C 2.6279 0.8868 4.2176
C 3.3897 -1.3894 4.6152
H 0.5573 -0.0207 5.5497
H 1.6336 1.2930 4.0316
H 3.1066 1.0595 3.2537
H 3.0032 1.5956 4.9557
H 4.1835 -1.0427 5.2767
H 3.2150 -2.4628 4.6898
H 3.8461 -1.2939 3.6300
C -0.4144 4.3676 -2.5700
O -0.8556 5.4177 -3.0989
N 0.1079 3.3055 -3.2968
C 0.4210 2.0018 -2.7306
C 0.1647 3.4297 -4.7228
H -0.2836 4.2005 -1.4896
H -0.0287 1.8303 -1.7525
H 1.4953 1.8329 -2.8043
H 0.1431 1.2803 -3.4989
H -0.1683 2.5161 -5.2152
H -0.3067 4.3231 -5.1325
H 1.1842 3.4269 -5.1086
C 2.6530 4.4558 1.1916
O 2.1330 3.8245 2.1233
N 3.4531 5.4499 1.3981
C 3.7828 6.5607 0.5144
C 3.8930 5.7360 2.8091
H 2.3578 4.3699 0.1344
H 3.1294 6.6167 -0.3562
H 4.6688 6.1547 0.0262
H 3.8205 7.5646 0.9373
H 4.9575 5.5083 2.8661
H 3.8230 6.7371 3.2344
H 3.5356 5.0592 3.5852
C 1.2037 -4.2085 2.3887
O 0.8469 -3.4002 1.4734
N 1.6343 -5.4624 2.3432
C 2.0264 -6.2193 3.5489
C 1.4956 -6.3095 1.1283
H 1.1337 -3.8896 3.4402
H 1.9710 -7.2894 3.3486
H 1.2360 -6.0244 4.2737
H 3.0055 -5.8976 3.9037
H 0.7952 -7.1256 1.3053
H 1.1877 -5.7100 0.2716
H 2.4427 -6.7955 0.8940
C -3.4336 0.5894 -0.7698
O -3.3374 -0.3764 0.0147
N -4.4159 0.7317 -1.6526
C -5.4548 -0.2749 -1.8424
C -4.6329 1.8994 -2.5444
H -2.7387 1.4270 -0.9364
H -5.4090 -1.0094 -1.0383
H -5.2418 -0.6691 -2.8361
H -6.3843 0.2242 -1.5686
H -4.8135 1.4667 -3.5284
H -5.5895 2.3529 -2.2846
H -3.8244 2.5738 -2.8264

Cartesian forces (eV/Å) of the 3 atoms listed first:
Cr -0.88 4.74 -0.99
Zr 0.15 3.69 -1.95
V 2.68 0.33 0.25

Properties
E_HOMO (spin up / spin down): -17.49 / -17.49 eV
2S+1: 7
<S²>: 12.159
Kohn-Sham gap (spin up / spin down): 4.2 / 4.8 eV
total charge: +4

Which charges does Mulliken predict for the atoms? In e, they are: 0.68 1.66 1.28 -0.60 0.26 -0.31 0.12 -0.57 0.19 1.41 0.26 -0.76 -0.41 -0.52 0.27 -0.35 0.00 -0.98 -0.84 0.24 0.38 0.36 0.35 0.44 0.34 0.13 0.10 -0.57 0.23 -0.81 -1.07 0.34 -0.06 0.37 0.46 0.40 0.29 0.34 0.23 -0.57 0.14 -0.57 -1.01 0.18 0.10 0.37 0.04 0.26 0.38 0.38 0.31 -0.78 0.12 -0.94 -0.97 0.38 0.34 0.39 0.34 0.39 0.37 0.26 0.20 -0.56 0.08 -0.95 -0.82 0.31 0.39 0.41 0.30 0.40 0.09 0.39 0.21 -0.24 0.13 -1.03 -0.83 0.25 0.27 0.34 0.40 0.33 0.36 0.32



(5)
DFT (ωB97M-V/def2-TZVPD) results for a structure of composition C2H4MgO.

CARTESIAN COORDINATES (ANGSTROEM)
O 0.4968 0.9013 0.0937
Mg 0.8141 -0.9185 -0.2067
C -1.3426 -0.9082 0.0817
C -1.0961 0.5756 0.0229
H -1.9519 -1.2975 -0.7467
H -1.7195 -1.2757 1.0460
H -1.7693 1.0303 0.7732
H -1.4011 1.2306 -0.8116

Cartesian forces (eV/Å) of the 3 atoms listed first:
O -2.67 -0.84 0.23
Mg -1.07 0.74 0.40
C 0.18 -0.53 -0.98

Properties
E_HOMO: -8.19 eV
Kohn-Sham gap: 7.0 eV

Which charges does natural (NBO) predict for the atoms? In e, they are: -1.10 1.42 -0.92 -0.19 0.21 0.21 0.18 0.19



(6)
DFT (ωB97M-V/def2-TZVPD) results for a structure of composition C16H16Al2B2Br8O16.

CARTESIAN COORDINATES (ANGSTROEM)
Al 0.0477 0.8076 15.9271
Al -2.3639 2.0915 26.5092
O 0.2251 2.3979 24.8970
C 0.7756 2.5683 23.8666
O 0.1474 2.8248 22.7310
B 1.0901 3.1028 21.6607
O 2.4332 2.8941 22.2382
C 2.3070 2.5697 23.4862
O 3.1477 2.3193 24.2427
O 0.9212 4.4650 21.1378
C 0.6738 4.4412 19.8667
O 0.4140 5.3126 19.1240
C 0.7732 2.9248 19.3956
O 0.8801 2.1916 20.4865
O 0.6368 2.5415 18.2960
O 0.7016 -0.6401 18.3218
C 0.6082 -0.8973 19.4709
O -0.4905 -0.9354 20.1958
B -0.1384 -1.2344 21.6171
O 1.2540 -1.6873 21.5443
C 1.7754 -1.3334 20.4056
O 2.8981 -1.2484 20.1167
O -0.4160 -0.0972 22.4909
C -1.2708 -0.4296 23.4356
O -1.7120 0.2630 24.2845
C -1.6162 -1.9111 23.2322
O -0.9619 -2.3505 22.1835
O -2.4570 -2.5104 23.8657
Br -3.9331 -6.0065 21.4497
C -2.5547 -5.0550 22.4480
C -2.2646 -5.9149 23.7063
Br -0.8497 -5.1405 24.7480
H -2.9222 -4.0515 22.6280
H -1.6269 -4.9649 21.8869
H -1.8820 -6.8618 23.3376
H -3.1531 -6.0297 24.3137
Br -2.4132 -1.1108 27.9625
C -1.0462 -2.4994 27.6476
C -1.7017 -3.8162 28.0380
Br -0.2986 -5.2239 28.1127
H -0.1695 -2.3560 28.2770
H -0.7418 -2.5838 26.6107
H -2.4184 -4.1070 27.2743
H -2.1395 -3.8590 29.0313
Br 4.8794 -4.9347 22.9888
C 3.8977 -3.4747 23.8474
C 2.5342 -3.9257 24.3120
Br 1.7778 -2.4004 25.2805
H 3.7923 -2.7198 23.0569
H 4.5939 -3.0748 24.5814
H 2.5500 -4.7721 24.9939
H 1.8838 -4.1804 23.4822
Br -5.4531 -2.9531 27.5325
C -5.0763 -4.3470 26.1950
C -5.8602 -4.0470 24.9206
Br -5.7879 -5.7861 23.9927
H -5.2537 -5.2616 26.7496
H -4.0215 -4.2143 25.9300
H -5.4286 -3.2260 24.3664
H -6.9177 -3.9259 25.1521

Cartesian forces (eV/Å) of the 3 atoms listed first:
Al 0.14 -0.08 0.19
Al 0.25 -0.09 -0.28
O 0.56 -0.23 0.84

Properties
E_HOMO: -18.32 eV
energy above the lowest of the compared OMol25 structures with the same formula, charge and spin: 0.0 kJ/mol
Kohn-Sham gap: 1.8 eV
total charge: +4

Which charges does natural (NBO) predict for the atoms? In e, they are: 1.01 0.97 -0.46 0.73 -0.59 1.16 -0.57 0.70 -0.30 -0.55 0.71 -0.26 0.74 -0.59 -0.44 -0.55 0.72 -0.62 1.20 -0.64 0.69 -0.38 -0.66 0.72 -0.58 0.70 -0.65 -0.61 0.46 -0.47 -0.48 0.24 0.28 0.28 0.26 0.24 0.05 -0.45 -0.43 0.25 0.26 0.24 0.21 0.27 0.32 -0.48 -0.44 0.01 0.26 0.27 0.25 0.23 0.23 -0.48 -0.43 0.39 0.27 0.22 0.27 0.28